The following is a quantum chemistry calculation of one molecule with the formula C5H10N2O3 at a distorted geometry, from OMol25.

Structure (XYZ):
```
20
Properties=species:S:1:pos:R:3:forces:R:3:nbo_charge:R:1
O -2.068603 0.403418 0.749218 -0.03 -0.15 0.87 -0.218
O -2.452080 -1.634500 -0.360180 -0.67 -0.24 0.90 -0.345
O 1.346158 0.586710 -1.511747 -0.01 -0.27 -1.84 -0.728
N -2.174432 1.719883 0.800115 0.23 0.61 -0.30 -0.256
N -2.984355 -0.399371 -0.119954 -2.09 2.32 -0.11 -0.068
C 0.981538 0.061736 -0.272883 2.71 -0.89 1.97 0.184
C 2.246065 -1.058635 0.008556 -2.63 3.28 1.97 -0.581
C -1.134833 -1.586747 -0.564998 3.05 -1.80 -0.63 0.042
C -0.250415 -0.689584 -0.246790 -1.08 0.61 -0.43 0.014
C 1.165575 1.207159 0.738080 -1.51 -2.18 0.15 -0.614
H 0.324224 1.840889 0.689427 -0.95 0.99 0.12 0.214
H -2.184556 2.249915 -0.119921 -0.55 -1.59 0.30 0.292
H 1.964009 -1.702589 -0.721701 0.03 -2.68 -1.85 0.202
H 1.137486 1.517476 -1.666691 -0.29 -0.29 0.54 0.479
H 3.056017 -0.450365 -0.254139 1.53 0.44 -0.35 0.209
H 2.017887 1.692395 0.422496 1.95 1.20 -0.41 0.208
H 2.297804 -1.410748 1.054424 -0.28 -0.02 -0.75 0.207
H -0.827739 -2.591745 -0.941806 -0.24 0.67 0.04 0.192
H 1.281756 0.840439 1.739435 -0.02 -0.11 0.55 0.217
H -3.741507 -0.595736 0.579054 0.84 0.09 -0.74 0.349
```
Forces are in eV/Å.

Summary:
* DFT total energy: -531.35899 Ha
* orbital gap (alpha / beta): 9.179 / 6.992 eV
* ΔE to the lowest compared entry with this formula, charge and spin: 1171.04 kJ/mol